Density functional theory data (wB97M-V/def2-TZVPD) for C2H6N2OS in the gas phase in a non-equilibrium geometry.

Each line ends with the Mulliken charge.
Cartesian coordinates (Å):
S -0.5020 -1.0187 -1.6669  -0.378
O 1.1699 -0.1452 1.7356  -0.468
N 0.9201 -0.7094 0.5227  -0.058
N -0.0391 1.9332 0.6526  -0.622
C -0.1207 -0.3391 -0.2333  0.262
C -0.9743 0.8137 0.3800  -0.480
H -1.8467 0.9841 -0.3349  0.315
H 0.3349 2.3327 -0.2139  0.219
H 0.9980 0.8846 1.5879  0.479
H 1.6262 -1.4047 0.2240  0.237
H -1.4966 0.5157 1.3321  0.264
H -0.5406 2.7346 1.0824  0.231

## Properties
Frontier orbital gap   8.9 eV
Spin multiplicity   1
ΔE to the lowest compared entry with this formula, charge and spin   233.4 kJ/mol
SMILES   NCC(=S)NO



Density functional theory data (wB97M-V/def2-TZVPD) for C5H6O2 in the gas phase.

Each line ends with the Mulliken charge.
Cartesian coordinates (Å):
O -1.4711 2.5546 0.2462  -0.490
O 2.1079 -1.7657 -0.7066  -0.451
C -0.1541 -1.1259 -0.1745  -0.512
C -0.5033 1.9537 -0.2197  0.166
C -0.2942 -0.1886 1.0555  -0.304
C 0.1837 1.1663 0.7343  -0.291
C 1.2192 -0.9585 -0.7841  0.050
H -0.9097 -0.8642 -0.9243  0.324
H -0.2851 -2.1665 0.1318  0.327
H 1.3759 0.0095 -1.3201  0.271
H -0.1210 2.0995 -1.2498  0.302
H 0.2173 -0.6281 1.9161  0.292
H -1.3656 -0.0861 1.2950  0.316

## Properties
Frontier orbital gap   8.2 eV
Spin multiplicity   1
ΔE to the lowest compared entry with this formula, charge and spin   424.2 kJ/mol



Density functional theory data (wB97M-V/def2-TZVPD) for a molecular structure, C32H45ClGeInNO4P in a non-equilibrium geometry.

Each line ends with the Mulliken spin population.
Cartesian coordinates (Å):
In -0.4123 0.0741 0.6248  0.091
Ge 1.1697 0.3877 3.2603  0.014
Cl -3.6295 1.4858 0.4039  0.191
P -0.6787 -0.0546 -2.0651  0.043
O 0.9528 1.4199 1.6192  0.011
O -0.6321 -2.5732 -0.6974  0.001
O 1.8027 -0.9583 2.2300  0.001
O -0.6754 -0.0660 2.7421  0.021
N 0.5814 -2.1065 -0.2067  -0.004
C -1.3632 -1.0163 4.8741  0.004
C -1.8307 -0.3405 3.5900  0.008
C 1.1604 3.2829 -3.4315  0.000
C -2.9408 -0.2916 -3.6750  0.000
C 1.7763 2.5341 1.1734  -0.002
C 1.5240 -1.9316 -1.0451  0.003
C -2.0166 1.9621 0.5730  0.496
C 2.2031 3.3485 2.3897  0.002
C 0.4166 -1.1232 -3.0715  0.026
C 0.9323 3.4005 0.2530  0.024
C 3.2391 -1.7482 4.0366  0.003
C 2.0934 -2.6539 -4.6933  -0.001
C 0.1067 4.1664 -3.6406  0.004
C 2.9886 1.9876 0.4321  0.000
C -4.9853 -1.3549 -2.9828  0.000
C -0.4100 1.5971 -2.7241  0.003
C -1.4629 2.4970 -2.9029  0.001
C 2.4909 -2.1254 2.7577  0.005
C -2.3895 -0.5281 -2.4129  -0.001
C 1.4796 -3.2292 3.0420  0.000
C 1.3640 -1.9895 -2.5046  -0.026
C -1.1991 3.7781 -3.3690  -0.003
C 3.5011 -2.6006 1.7213  0.000
C -4.2331 -0.7042 -3.9536  0.000
C 0.3553 -1.0024 -4.4573  0.005
C -3.1581 -1.1668 -1.4385  0.013
C -2.5444 0.9660 3.9118  -0.004
C 2.2025 -2.7449 -3.3148  0.002
C 1.1775 -1.7783 -5.2612  0.002
C 0.9060 2.0023 -2.9715  0.004
C -4.4497 -1.5817 -1.7232  -0.010
C -2.7407 -1.2836 2.8147  -0.007
H -0.4961 -3.0319 -1.5478  0.000
H -3.6326 -1.5205 3.3948  -0.001
H 2.9980 -3.0940 0.8908  0.000
H -4.6541 -0.5155 -4.9323  0.000
H -2.0161 4.4699 -3.5287  0.000
H -2.2135 -2.2125 2.5850  0.000
H 2.9196 2.7951 2.9989  0.000
H 1.1092 -1.6857 -6.3371  0.000
H 4.0919 -1.7580 1.3531  0.000
H 2.5391 -1.4424 4.8180  -0.001
H -3.2670 0.8121 4.7134  0.000
H -2.7464 -1.3598 -0.4561  0.005
H 0.0792 3.8162 0.7941  -0.007
H -3.0624 -0.8092 1.8792  0.002
H -2.2268 -1.2986 5.4753  0.000
H -1.8258 1.7177 4.2443  0.001
H -0.7901 -1.9149 4.6487  -0.001
H 2.4686 -1.6194 -0.6097  0.001
H 3.8132 -2.5952 4.4109  0.000
H 0.8534 -3.3957 2.1644  0.000
H 3.9243 -0.9197 3.8416  0.000
H 4.1808 -3.3244 2.1710  0.000
H 2.7391 -3.2496 -5.3247  0.000
H -5.9921 -1.6815 -3.2087  0.000
H 3.5063 1.2503 1.0477  0.000
H -3.0878 1.3464 3.0444  -0.004
H 0.3046 5.1590 -4.0256  0.000
H -2.3789 0.2306 -4.4391  0.001
H -0.3244 -0.2962 -4.9161  0.001
H 1.9875 -4.1613 3.2935  0.000
H -1.7535 2.3509 1.5523  0.036
H 3.6854 2.7912 0.1911  0.000
H -5.0339 -2.0870 -0.9649  -0.001
H 0.8376 -2.9549 3.8799  0.000
H -1.6117 2.4753 -0.2961  0.046
H 2.9352 -3.4040 -2.8654  0.000
H 1.7270 1.3092 -2.8223  0.000
H 2.6787 1.5055 -0.5017  0.000
H 2.1780 3.5934 -3.6317  0.000
H 1.5263 4.2282 -0.1350  0.000
H -0.7434 -0.3379 5.4619  0.000
H -2.4834 2.1978 -2.6925  0.002
H 1.3369 3.5910 3.0073  0.000
H 2.6725 4.2773 2.0668  0.000
H 0.5756 2.8160 -0.6002  -0.004

## Properties
Frontier orbital gap (alpha / beta)   6.9 / 5.0 eV
Total charge   +2
Spin multiplicity   2
ΔE to the lowest compared entry with this formula, charge and spin   98.0 kJ/mol



Density functional theory data (wB97M-V/def2-TZVPD) for a molecular structure, C54H55Cl5N6OSr in a non-equilibrium geometry.

Each line ends with the Mulliken charge.
Cartesian coordinates (Å):
Sr 0.1552 -0.3002 -0.4568  1.943
Cl -2.5846 -0.7627 -4.1596  -0.231
Cl 2.5812 -0.4715 -2.6606  -0.073
Cl 0.9711 -3.3782 -6.9944  -0.276
Cl 3.3908 -2.0041 -5.3959  -0.257
Cl -1.8417 -2.6009 -6.5367  -0.190
O -1.9648 -1.7473 -1.1986  -0.165
N -0.7190 -0.1354 2.0054  0.160
N 1.9508 0.5882 1.3076  0.332
N 0.9415 2.0014 -1.1296  0.107
N -1.1268 -4.5261 -1.5102  0.082
N -1.0639 -4.9339 -0.3179  -0.440
N -1.7715 1.2999 -0.3867  0.757
C -0.6510 -2.1325 -5.4101  -0.267
C -3.3406 5.4965 -1.3112  -1.130
C 3.7782 4.0423 -2.4934  -0.984
C -0.9065 -1.2231 -4.3185  -0.557
C 2.2476 -3.8245 1.6152  -0.312
C -0.7679 -2.1735 5.1951  -1.391
C 4.7764 -1.0719 4.5253  -1.025
C -2.1832 -4.9797 -3.5916  0.322
C -2.5293 -5.8465 -4.5850  -0.188
C -1.0199 -1.4522 3.8895  0.831
C -2.4052 -7.2046 -4.4360  -0.642
C 0.4501 -3.1318 0.1041  0.698
C -5.6039 3.7668 0.8701  -1.184
C 1.7164 -3.0760 0.5546  0.276
C -1.8900 -6.8231 -2.0404  -0.885
C -2.1083 -7.6829 -3.1155  -0.295
C -1.1499 2.9516 -2.1478  -0.150
C 0.1942 -5.0886 1.7000  -1.033
C 3.3040 1.9309 -0.3172  -0.422
C -1.7871 -5.4980 -2.3384  0.352
C 4.1952 0.3379 4.3379  -0.765
C 4.1249 1.2098 1.9126  0.366
C -4.0184 -1.4529 5.1431  -1.180
C -3.8635 4.0992 -1.7529  -1.330
C -0.6939 -1.2153 6.4020  -1.268
C 1.2892 -0.4944 3.4265  -0.359
C 0.0882 -0.9586 -3.4242  0.285
C 2.2255 0.1092 2.5970  -0.359
C 0.5549 5.8396 -3.1176  -0.705
C 5.5633 3.4173 1.4251  -1.076
C 3.5670 0.5188 2.9766  0.279
C 1.2525 3.5141 -2.8540  0.400
C 0.6834 -2.3842 -5.7191  0.350
C -0.0695 -0.6769 3.1159  -0.073
C -0.1852 -4.3174 0.5409  -0.487
C -3.3707 2.8850 -1.0327  -0.051
C -3.8901 2.0842 -0.0370  0.278
C 0.8914 4.5572 -3.8422  -1.232
C -2.0414 -0.3592 2.1553  -0.107
C 5.0260 3.1628 -2.8193  -1.198
C -2.0489 2.3664 -1.2277  -0.358
C -2.2688 -1.1921 3.3379  0.928
C 1.3853 -1.1591 -3.7398  0.388
C -3.1007 0.2274 1.4025  -1.150
C -3.5435 -1.7929 3.7639  -0.780
C 2.2747 2.3354 -1.2158  -0.038
C 5.4643 1.9543 1.9111  -0.453
C 1.7455 -1.8724 -4.9110  -0.132
C 0.2710 2.7529 -2.0471  -0.028
C -5.2588 2.2975 0.5054  -0.512
C -2.8982 1.1648 0.3512  -0.618
C 1.4663 -4.8180 2.1372  -0.509
C 2.4532 3.3076 -2.2374  0.579
C 3.1313 1.2394 0.9019  -0.434
H -4.1542 0.0670 1.7157  -0.037
H -6.6251 3.8830 1.1701  0.437
H -1.8586 -3.9558 -3.8789  -0.169
H 0.1755 -2.6714 5.1838  0.462
H -3.3103 6.1462 -2.1621  0.308
H 5.8029 3.7718 -3.3576  0.348
H -1.7080 -2.5652 -1.6645  0.194
H 1.6195 -0.8319 4.4493  0.124
H -2.8190 -5.5279 -5.6249  0.204
H -3.6033 3.9954 -2.8260  0.485
H 6.5556 3.8240 1.6782  0.417
H 5.7485 -1.1368 3.9310  0.289
H 5.7836 2.0182 2.9584  0.123
H 3.5311 4.6560 -3.3590  0.329
H 0.3806 6.6910 -3.7792  0.410
H -1.7682 -7.2190 -1.0651  0.482
H 4.7766 4.0072 1.8635  0.324
H -0.0047 4.2204 -4.4143  0.359
H -2.3836 -1.2588 -1.9457  0.138
H 6.2127 1.3970 1.3014  0.250
H -2.3931 5.4259 -0.8294  0.266
H 5.5766 2.8994 -1.9069  0.336
H -5.9574 1.9053 -0.2511  0.325
H -2.6062 -7.9415 -5.2597  0.288
H -2.1312 -8.7620 -2.9295  0.297
H -3.4073 -2.8402 3.5298  0.440
H -0.2916 -0.2280 6.1578  0.296
H 1.6088 4.7511 -4.6253  0.600
H -4.0955 -0.3790 5.2025  0.351
H -4.9319 4.0337 1.6326  0.378
H 5.0055 1.0824 4.4500  0.344
H 4.3276 2.2830 -0.5095  -0.277
H -4.9915 -1.8568 5.3406  0.457
H 2.4915 -2.5086 -0.0226  0.116
H 3.2203 -3.6749 2.0885  0.344
H -3.3313 -1.8406 5.9462  0.101
H -1.7136 -0.9184 6.7081  0.346
H -4.9741 4.2255 -1.6856  0.772
H -5.4451 4.4243 -0.0118  0.043
H -0.4253 5.7402 -2.5764  -0.045
H 1.8747 -5.3751 3.0036  0.245
H -1.5337 -2.9602 5.3056  0.594
H -5.4672 1.6541 1.4316  0.128
H 4.7708 2.3324 -3.4199  0.341
H -1.5863 3.7009 -2.8554  0.058
H -0.3631 -5.9974 1.8843  0.429
H 5.5769 3.5084 0.3142  0.180
H 5.0813 -1.2291 5.5617  0.371
H -3.9661 5.9736 -0.5380  0.362
H -0.1382 -1.6472 7.2505  0.325
H -4.4040 -1.4961 3.0896  0.283
H 3.3770 0.4553 5.1251  0.259
H 4.1834 -1.8682 4.0402  0.164
H 1.3084 6.1053 -2.3608  0.223
H 3.9556 4.8163 -1.7356  0.366

## Properties
Frontier orbital gap   5.6 eV
Total charge   -2
Spin multiplicity   1



Density functional theory data (wB97M-V/def2-TZVPD) for a molecular structure, C8H15O5Pm in a non-equilibrium geometry.

Each line ends with the Mulliken spin population.
Cartesian coordinates (Å):
Pm -1.0728 -0.1232 1.9049  4.047
O 0.2183 -1.6296 2.6108  -0.024
O 0.0595 2.5743 -2.1396  -0.001
O 3.0330 -0.7114 0.1276  0.027
O 0.2907 1.4950 0.5706  -0.014
O -1.3786 -2.0552 0.4941  0.051
C 1.9450 -0.2181 0.0204  -0.003
C -0.3217 1.9308 -3.1229  0.001
C -0.8435 2.9202 -1.0340  0.007
C 0.1792 -2.9338 2.1309  0.001
C -0.0691 2.8459 0.2537  -0.002
C -1.0972 -3.2008 1.3370  0.014
C -0.8108 -2.0309 -0.7679  0.845
C 1.6887 1.1783 0.5475  0.016
H -1.6981 2.2329 -1.0630  0.002
H -1.6527 -1.7631 -1.4135  0.018
H 0.9934 -0.9713 -0.4911  0.008
H 0.8323 3.4681 0.2141  -0.001
H 0.2389 -3.6956 2.9295  -0.005
H -1.1620 3.9513 -1.2255  0.000
H 2.1039 1.2866 1.5579  0.000
H 2.2095 1.8742 -0.1245  0.001
H -1.0416 -4.0984 0.7081  -0.004
H -0.7136 3.2402 1.0497  0.001
H -0.0953 -2.4375 -1.4800  0.009
H 1.0420 -3.1048 1.4541  0.000
H -1.3585 1.5734 -3.2003  0.001
H 0.4416 1.6660 -3.8619  0.000
H -1.9608 -3.2634 2.0133  0.004

## Properties
Frontier orbital gap (alpha / beta)   6.4 / 7.7 eV
Total charge   +3
Spin multiplicity   6
ΔE to the lowest compared entry with this formula, charge and spin   0.0 kJ/mol



Density functional theory data (wB97M-V/def2-TZVPD) for 2 unconnected molecules or ions with the total composition C24H20F3NS in a non-equilibrium geometry.

Each line ends with the Mulliken charge.
Cartesian coordinates (Å):
S 3.4002 0.0199 3.2172  -0.486
F -2.9766 -0.0157 2.1295  -0.252
F -2.9855 -1.1221 4.0408  -0.266
F -3.0013 1.0878 4.0425  -0.267
N 7.8758 1.4972 -0.8765  0.177
C 3.0935 -1.9625 -1.1293  -0.754
C 6.9825 -0.0494 -4.6211  -0.831
C -2.5575 -0.0135 3.4086  0.907
C 1.0167 -2.7925 -4.1669  -1.450
C 1.7373 0.0130 3.3003  0.105
C 2.2552 -2.6207 -1.9934  -0.700
C 1.0284 -1.1957 3.3332  -0.634
C 3.6542 -0.7149 -1.4735  0.475
C 6.7624 1.1333 -0.1790  -0.972
C 4.6422 -0.1088 -0.6197  -0.431
C 6.1395 -0.1681 -3.5443  -0.179
C 6.4962 0.4276 -2.3314  1.234
C -0.3584 1.1986 3.3837  -0.495
C -0.3444 -1.1966 3.3844  -0.498
C 8.5796 1.2058 -3.3253  -0.820
C 1.8770 -2.0494 -3.2052  1.044
C 1.0144 1.2136 3.3328  -0.659
C 7.7356 1.0859 -2.2168  -0.058
C 8.1864 0.6478 -4.5191  -0.719
C 3.2261 -0.1236 -2.6811  -1.002
C -1.0443 -0.0031 3.4097  0.184
C 9.0344 2.1994 -0.3248  -0.904
C 5.8568 0.4816 -1.0309  0.718
C 2.3513 -0.7773 -3.5140  -0.229
H 8.7189 3.1631 0.0723  0.349
H 0.1163 -2.2251 -4.4036  0.349
H 4.4921 -0.2017 0.4464  0.285
H 1.5671 -2.1285 3.3166  0.406
H 0.7072 -3.7572 -3.7621  0.352
H -0.9222 2.1171 3.4028  0.365
H 1.5536 -2.9815 -5.0979  0.320
H 9.4828 1.6147 0.4780  0.341
H 1.5416 2.1528 3.3155  0.387
H 2.0529 -0.3153 -4.4391  0.441
H -0.8977 -2.1214 3.4048  0.371
H 3.6078 0.8478 -2.9489  0.595
H 5.2263 -0.7255 -3.6244  0.393
H 1.8973 -3.6032 -1.7412  0.333
H 6.7062 -0.5014 -5.5575  0.436
H 8.8115 0.7557 -5.3896  0.396
H 9.7847 2.3648 -1.0960  0.282
H 9.5151 1.7311 -3.2448  0.281
H 3.3832 -2.4225 -0.1996  0.458
H 6.6177 1.3192 0.8700  0.623

## Properties
Frontier orbital gap   3.0 eV
Spin multiplicity   1



Density functional theory data (wB97M-V/def2-TZVPD) for a molecular structure, C6H12O.

Each line ends with the Mulliken charge.
Cartesian coordinates (Å):
O -1.7262 1.4827 -0.4695  -0.551
C -2.1332 0.5652 0.5005  -0.127
C -1.3594 0.5981 1.8127  -0.650
C 0.5415 -0.1169 0.3763  -0.571
C 0.9834 -0.8994 -0.8680  -0.215
C 2.4003 -0.5376 -1.3350  -1.253
C -0.6938 -0.5608 1.1403  -0.402
H -1.5233 0.9923 -1.2768  0.348
H 2.4946 0.5296 -1.5721  0.325
H 0.9252 -1.9745 -0.6635  0.299
H -0.8076 1.5290 1.9689  0.269
H 1.2751 -0.3216 1.1764  0.363
H 2.6750 -1.0968 -2.2373  0.357
H -1.9893 0.3383 2.6667  0.290
H 3.1512 -0.7693 -0.5694  0.311
H -3.2194 0.5508 0.6461  0.453
H 0.2862 -0.7049 -1.6975  0.225
H 0.6173 0.9641 0.1764  0.361
H -1.8977 -0.5682 0.2248  0.167

## Properties
Frontier orbital gap   8.9 eV
Spin multiplicity   1
ΔE to the lowest compared entry with this formula, charge and spin   422.4 kJ/mol



Density functional theory data (wB97M-V/def2-TZVPD) for a molecular structure, C4H6LiNaO2 in a non-equilibrium geometry.

Each line ends with the Mulliken spin population.
Cartesian coordinates (Å):
Na 2.1123 -1.2107 0.2604  0.550
O 0.7804 2.2630 -0.5031  -0.137
O 0.3285 -2.0530 -0.6412  0.029
C -0.8518 -1.3614 -0.5484  0.026
C -0.7210 0.1621 -0.7499  0.038
C 0.2490 1.2305 0.0433  0.105
C 0.1597 0.6173 1.2784  -0.019
Li 2.5132 1.8017 0.4794  0.424
H -1.3761 -1.5166 0.4303  0.000
H -0.0330 -0.3760 1.6862  -0.016
H -1.6032 -1.6930 -1.3097  -0.003
H -0.2945 0.2776 -1.7633  -0.008
H -1.7298 0.6130 -0.7871  -0.009
H 0.4662 1.2455 2.1247  0.020

## Properties
Frontier orbital gap (alpha / beta)   3.4 / 6.2 eV
Total charge   -1
Spin multiplicity   2
ΔE to the lowest compared entry with this formula, charge and spin   0.0 kJ/mol